94
Properties=species:S:1:pos:R:3 method="wB97M-V/def2-TZVPD" charge=-1 de_lowest_kj_mol=433.0 orbital_gap_ev="6.45 / 5.01" multiplicity=5 e_tot_ha=-6474.92242
Fe -0.59196 0.28417 0.41653
O 4.15210 1.98108 0.43695
S 3.15579 1.02434 0.07153
O 4.03504 -0.32810 0.40762
O 1.91861 0.73707 0.79857
C 2.99039 0.58905 -1.70134
C 3.70963 -0.46401 -2.24565
C 3.49198 -0.82869 -3.56730
C 2.57366 -0.14929 -4.35400
C 1.84525 0.89375 -3.80370
C 2.06363 1.24333 -2.48154
S 1.16330 2.49702 -1.59290
O 0.92110 3.59878 -2.47123
O 2.11200 2.76898 -0.51599
O -0.03716 1.78752 -1.12108
H 4.41453 -1.00209 -1.63408
H 4.04909 -1.65793 -3.97911
H 2.41838 -0.44679 -5.38276
H 1.11003 1.44049 -4.37139
O -2.65497 -0.60799 -0.08495
C -1.77030 -1.13743 0.55108
C -1.59196 -2.48534 1.04345
C -2.58642 -3.46361 1.03588
C -2.26172 -4.75036 1.42163
C -0.96472 -5.06406 1.80634
C 0.02274 -4.08898 1.82575
C -0.29070 -2.78878 1.46815
P 0.80007 -1.29657 1.33066
C 2.32444 -2.05621 0.76352
C 2.31127 -3.04594 -0.20122
C 3.46696 -3.72384 -0.56585
C 4.66261 -3.46400 0.13944
C 4.74091 -2.46180 1.04515
C 3.62748 -1.47595 1.20813
C 1.14002 -0.95380 3.10375
C 1.47027 -1.96271 4.00398
C 1.64898 -1.67076 5.34490
C 1.51320 -0.36992 5.79967
C 1.20832 0.64134 4.90530
C 1.02205 0.35211 3.56572
H -3.58210 -3.20983 0.70943
H -3.01284 -5.52579 1.39787
H -0.71645 -6.08139 2.07468
H 1.03755 -4.35605 2.08792
H 1.35879 -3.35891 -0.61263
H 3.43415 -4.50749 -1.30754
H 5.50939 -4.11951 -0.01612
H 5.64394 -2.26848 1.60021
H 3.55963 -1.10477 2.24025
H 1.60139 -2.97604 3.65747
H 1.88831 -2.46445 6.03797
H 1.65410 -0.14627 6.84650
H 1.10628 1.65823 5.25247
H 0.80363 1.13323 2.85583
Cl -4.67509 2.41784 3.66731
C -2.34627 2.17780 4.25976
Cl -2.42006 1.04272 5.56480
Cl -1.92129 3.78301 4.72395
C -1.83608 1.70264 3.08679
N -1.52620 1.28509 2.04291
N -0.05045 -1.02234 -2.03403
C -0.70114 -1.64495 -3.09846
C -2.05278 -1.37987 -3.31995
C -2.71292 -1.98246 -4.37024
C -2.04513 -2.85511 -5.21776
C -0.71329 -3.14691 -4.98171
C -0.04436 -2.55332 -3.92550
H 0.94712 -1.18640 -2.02029
H -0.26586 -0.03053 -1.97736
H -2.55627 -0.69087 -2.65871
H -3.75737 -1.76703 -4.53969
H -2.55581 -3.29907 -6.06034
H -0.18404 -3.82921 -5.63367
H 0.99984 -2.77465 -3.74875
C -1.90429 6.74418 1.80266
C -2.07487 5.56486 0.88961
C -1.47232 5.53766 -0.36176
C -1.65494 4.46025 -1.21181
C -2.42500 3.39156 -0.79834
C -3.01471 3.38900 0.45442
C -2.85649 4.48319 1.28402
S -2.54748 1.93204 -1.85462
C -4.40522 2.05291 -2.04990
O -2.03892 2.30235 -3.18672
H -1.38244 7.55380 1.29588
H -1.33313 6.46322 2.68690
H -2.87481 7.10740 2.14064
H -0.84382 6.36022 -0.67611
H -1.18973 4.42626 -2.18450
H -3.59952 2.54734 0.79100
H -3.33643 4.48769 2.25172
H -4.66473 2.98570 -2.53710
H -4.86752 1.98256 -1.07431
H -4.71588 1.21486 -2.66470

82
Properties=species:S:1:pos:R:3 method="wB97M-V/def2-TZVPD" charge=0 orbital_gap_ev="5.67 / 5.97" multiplicity=2 e_tot_ha=-4372.56114
C -2.04165 -0.81636 5.44703
C -2.61589 -0.05267 4.40309
C -2.41790 -0.76361 3.16999
H -3.18511 0.87079 4.50465
C -1.60928 -1.93576 3.47695
C -1.43045 -1.96370 4.89604
H -0.96585 -2.78015 5.45247
H -2.13157 -0.59521 6.51106
H -2.92206 -0.59298 2.22260
H -1.39554 -2.72455 2.76302
Cu -0.45053 -0.21629 2.99319
Si 2.57609 0.18582 -5.09413
C 1.65761 1.69161 -5.66991
C 2.14529 2.45604 -6.74488
H 3.07707 2.16693 -7.23774
C 1.42895 3.57183 -7.18843
H 1.80638 4.15884 -8.02590
C 0.23284 3.93823 -6.56164
H -0.32128 4.81238 -6.90689
C -0.24944 3.18173 -5.48750
H -1.18687 3.45370 -5.00315
C 0.46390 2.06914 -5.03239
H 0.08948 1.48678 -4.18646
C 1.75120 -1.35227 -5.73099
C 0.57598 -1.31095 -6.50291
H 0.15760 -0.35124 -6.81915
C -0.07190 -2.49998 -6.85660
H -0.99506 -2.45611 -7.43350
C 0.45624 -3.73626 -6.47199
H -0.06072 -4.65996 -6.73592
C 1.65365 -3.78186 -5.74913
H 2.08189 -4.74256 -5.46735
C 2.30145 -2.60063 -5.38225
H 3.23246 -2.63690 -4.81076
H 2.61805 0.14677 -3.61705
Si -0.39828 0.03087 0.74825
C -1.01130 -1.54444 -0.06907
C -2.10888 -1.55912 -0.94621
H -2.60029 -0.62168 -1.22066
C -2.57103 -2.77155 -1.47589
H -3.41686 -2.77163 -2.16604
C -1.95449 -3.97827 -1.12731
H -2.31956 -4.92190 -1.53806
C -0.85772 -3.96537 -0.25859
H -0.37206 -4.89958 0.02322
C -0.37494 -2.75525 0.24721
H 0.50904 -2.75309 0.88873
C -1.40861 1.45684 0.10013
C -2.61295 1.85064 0.71169
H -2.88572 1.46432 1.69778
C -3.47433 2.73390 0.04801
H -4.44108 2.98099 0.49155
C -3.10315 3.29388 -1.17926
H -3.78545 3.96360 -1.70397
C -1.84786 3.00172 -1.72225
H -1.52666 3.47883 -2.64703
C -0.99974 2.09551 -1.08026
H -0.01756 1.87793 -1.50106
H 3.95863 0.26537 -5.61303
Cl 1.57769 0.32925 0.28253
C 2.72471 -2.65809 4.56071
C 1.71130 -2.18616 3.71887
N 1.27088 -0.92598 3.81853
C 1.70914 -0.10972 4.81022
C 2.69707 -0.53790 5.73572
C 3.22867 -1.83120 5.55111
C 3.04059 0.36618 6.79513
C 2.40775 1.57554 6.95504
C 1.36704 2.01050 6.06946
C 0.61155 3.19284 6.21190
C -0.43623 3.45748 5.34204
C -0.70865 2.56064 4.29933
N 0.03674 1.46400 4.11312
C 1.04416 1.16373 4.97295
H 3.07502 -3.67548 4.41427
H 1.23797 -2.81875 2.96530
H 4.02558 -2.16836 6.20982
H 3.82122 0.04781 7.49107
H 2.67481 2.24049 7.78194
H 0.85598 3.87935 7.01788
H -1.06860 4.33249 5.44405
H -1.53859 2.71821 3.60760

89
Properties=species:S:1:pos:R:3 method="wB97M-V/def2-TZVPD" charge=+2 de_lowest_kj_mol=132.3 orbital_gap_ev="7.67 / 4.16" multiplicity=4 e_tot_ha=-3989.21348
Mn -0.24740 0.92763 -0.01166
O 3.22192 -0.22689 1.59232
C 2.10890 0.13689 1.35411
N 1.53643 0.33312 0.09535
C 2.21619 0.02847 -1.08981
O 3.36971 -0.25297 -1.20664
C 1.27254 0.11208 -2.25662
C 1.64642 -0.29032 -3.52122
C 0.70398 -0.22659 -4.53574
C -0.56865 0.25030 -4.24866
C -0.86518 0.64737 -2.95900
N 0.04356 0.57688 -1.97822
C 1.10296 0.43281 2.42868
C 1.37030 0.19216 3.75950
C 0.36828 0.43696 4.68302
C -0.85204 0.93398 4.24143
C -1.04279 1.15821 2.89323
N -0.07748 0.90681 1.99718
H 2.65564 -0.64862 -3.67123
H 0.95488 -0.54636 -5.53762
H -1.32832 0.31542 -5.01405
H -1.83763 1.04273 -2.69680
H 2.34247 -0.19533 4.03116
H 0.53008 0.23806 5.73294
H -1.65448 1.14085 4.93439
H -1.97100 1.55833 2.50966
C -6.00906 1.19862 0.00517
N -4.59535 0.88079 -0.12682
C -4.07503 -0.47765 -0.10000
C -2.59538 -0.20303 -0.04623
O -1.65493 -0.97864 0.01502
N -2.36520 1.14788 -0.07488
C -3.58509 1.74900 -0.07343
N -3.74318 3.05679 -0.00653
H -6.58698 0.38396 -0.42377
H -6.25221 2.09923 -0.55629
H -6.29010 1.32702 1.05137
H -4.33350 -1.03406 -1.00446
H -4.41824 -1.04324 0.76850
H -2.93474 3.65955 0.00015
H -4.65433 3.48295 -0.03341
Cl -3.27912 7.41258 0.08075
C -2.18038 6.09628 0.00265
C -1.67080 5.55368 1.18277
C -0.79684 4.48611 1.11592
C -0.41096 3.94386 -0.12305
C 0.61616 2.92473 -0.19915
C -0.94632 4.50474 -1.29606
C -1.81437 5.57779 -1.23912
H -1.94732 5.98807 2.13315
H -0.36839 4.08969 2.02844
H 1.32544 2.92280 0.62375
H 1.10920 2.84991 -1.16503
H -0.63762 4.11969 -2.26010
H -2.19869 6.03058 -2.14228
C -0.42054 -7.93986 -0.36777
C -1.32829 -6.92650 -0.09416
C -0.88059 -5.62398 0.06696
C 0.47452 -5.32079 -0.03777
C 1.37848 -6.34164 -0.30652
C 0.92994 -7.64518 -0.47593
Sb 1.06315 -3.29610 0.30855
C 0.81480 -3.31128 2.43599
C -0.32132 -2.67617 2.93458
C -0.60827 -2.69115 4.29419
C 0.25288 -3.32755 5.17499
C 1.38909 -3.96344 4.68980
C 1.66301 -3.96357 3.32916
C 3.15675 -3.53167 0.00630
C 3.53351 -3.88250 -1.29062
C 4.87186 -3.97426 -1.63908
C 5.85134 -3.69638 -0.69638
C 5.48688 -3.32764 0.58889
C 4.14602 -3.24469 0.93906
H -0.76570 -8.95722 -0.49367
H -2.38273 -7.15299 -0.00499
H -1.60026 -4.83894 0.27930
H 2.43844 -6.13353 -0.37982
H 1.64109 -8.43376 -0.68292
H -1.00292 -2.17947 2.24926
H -1.50910 -2.21807 4.66672
H 0.02885 -3.35167 6.23334
H 2.05081 -4.48066 5.37189
H 2.53299 -4.49657 2.96702
H 2.77658 -4.10440 -2.03816
H 5.15186 -4.26884 -2.64190
H 6.89660 -3.76162 -0.96582
H 6.24844 -3.10069 1.32255
H 3.88661 -2.93208 1.94158

Largest force on an atom, respectively: 0.04403 0.03218 0.04518 hartree/bohr.